The following is a quantum chemistry calculation of C38H32N3NdO6S as an isolated structure in a non-equilibrium geometry, from OMol25.

Last column: Löwdin charge in e.
Cartesian coordinates (Å):
Nd 12.74376 -8.29126 14.81618  1.923
C 16.01960 -5.50452 16.74376  -0.093
C 15.87889 -4.25890 16.12978  -0.081
C 14.99527 -4.09684 15.06662  -0.062
C 14.28700 -5.16812 14.55795  -0.264
C 14.43732 -6.33903 15.25924  -0.221
C 15.29882 -6.59030 16.29210  -0.143
C 13.35084 -5.03207 13.44546  -0.233
C 13.54122 -3.93114 12.56502  -0.001
C 12.64797 -3.71857 11.54547  0.005
C 11.54619 -4.62421 11.36978  -0.139
C 10.52552 -4.46816 10.38499  -0.039
C 9.47896 -5.36521 10.28940  -0.076
C 9.41021 -6.48901 11.14036  -0.046
C 10.38736 -6.69897 12.10227  -0.015
C 11.46242 -5.77670 12.27672  -0.185
N 12.39465 -5.95053 13.28855  0.077
H 16.71886 -5.62584 17.55597  0.095
H 16.46640 -3.41132 16.46597  0.097
H 14.86348 -3.12766 14.63446  0.088
H 15.33729 -7.58569 16.74306  0.095
H 14.42400 -3.32709 12.68639  0.105
H 12.74739 -2.88180 10.86428  0.115
H 10.59231 -3.62399 9.72123  0.104
H 8.68936 -5.22311 9.56363  0.101
H 8.61492 -7.20914 11.01461  0.112
H 10.34659 -7.55382 12.76367  0.051
C 10.51167 -14.61320 17.76457  -0.048
C 10.47736 -13.40905 16.84947  -0.243
C 10.89768 -12.14886 17.31473  -0.015
C 10.85167 -11.03334 16.48528  -0.046
C 10.39043 -11.18854 15.16310  -0.284
C 9.96976 -12.41273 14.66885  -0.061
C 10.01238 -13.51888 15.51894  -0.022
S 10.30101 -9.82186 14.03742  0.584
O 9.01394 -9.82086 13.37534  -0.298
O 10.43432 -8.61848 14.95090  -0.515
N 11.53361 -9.73855 13.02294  -0.257
C 12.57163 -10.85489 12.91783  -0.147
C 13.61167 -10.38942 13.96185  -0.740
O 14.42457 -9.51237 13.50158  -0.103
O 13.36860 -10.64126 15.19232  -0.097
H 10.64142 -14.30345 18.79241  0.070
H 11.34002 -15.27928 17.51191  0.086
H 9.57785 -15.15526 17.67076  0.077
H 11.23747 -12.02418 18.33722  0.114
H 11.25026 -10.08561 16.83322  0.077
H 9.57765 -12.47882 13.66633  0.117
H 9.65436 -14.48107 15.17673  0.111
H 12.96407 -10.79862 11.90056  0.112
H 12.14130 -11.83904 13.10421  0.101
C 9.68469 -2.29935 14.85099  -0.032
O 8.26975 -2.69651 14.90737  -0.088
C 7.87108 -4.01401 14.74190  -0.187
C 6.48966 -4.16266 14.46626  -0.006
C 5.91286 -5.41511 14.31499  -0.068
C 6.71040 -6.56086 14.44532  -0.063
C 8.05143 -6.45225 14.77651  -0.022
C 8.66706 -5.18771 14.91274  -0.151
N 10.07322 -5.12300 15.21522  0.123
C 10.77990 -5.84460 16.11628  0.009
C 10.25061 -6.56736 17.20627  -0.126
C 8.96630 -6.37618 17.80441  -0.012
C 8.63027 -7.02656 18.97329  -0.081
C 9.52263 -7.93606 19.57882  -0.049
C 10.75172 -8.20934 18.99281  -0.006
C 11.16169 -7.60160 17.76902  -0.327
O 12.27635 -7.91667 17.15639  -0.222
H 9.64741 -1.21001 14.89645  0.096
H 10.15290 -2.59741 13.91022  0.087
H 10.22999 -2.69701 15.70974  0.087
H 5.89846 -3.25366 14.39224  0.119
H 4.86401 -5.52345 14.08372  0.103
H 6.26673 -7.53949 14.31775  0.110
H 8.64494 -7.34381 14.93437  0.094
H 10.61422 -4.54319 14.57864  0.116
H 11.87805 -5.83045 16.00912  0.119
H 8.27508 -5.67206 17.36740  0.110
H 7.66686 -6.86053 19.43649  0.101
H 9.22642 -8.41868 20.50187  0.107
H 11.45187 -8.92075 19.40979  0.115

Calculated values
- Total charge: 0
- 2S+1: 4
- Energy relative to the best compared isomer or geometry (same formula, charge and spin): 0.0 kJ/mol
- Largest force on an atom: 4.64 eV/Å
- Orbital gap (alpha / beta): 6.009 / 6.038 eV

---

The following is a quantum chemistry calculation of a 2-piece molecular cluster, C5H11O2 overall in a non-equilibrium geometry, from OMol25.

Last column: Löwdin charge in e.
Cartesian coordinates (Å):
C -0.00074 0.54262 1.09756  -0.295
O 0.36257 1.49735 2.01988  0.022
C 0.40284 0.90781 -0.30359  -0.222
C 0.99863 -0.10953 -1.24218  -0.217
C -0.00194 -1.18767 -1.63892  -0.205
C -0.41597 -1.56855 -2.84088  0.002
H 0.52666 -0.42966 1.34303  0.166
H -1.07024 0.19586 1.24691  0.160
H 1.00055 1.82893 -0.25523  0.121
H -0.47192 1.23342 -0.89661  0.123
H 1.30072 0.31217 -2.19830  0.113
H 1.73426 -0.69683 -0.63977  0.124
H -0.65240 -1.39111 -0.77505  0.101
H -0.16665 -1.09358 -3.77894  0.058
H -1.19745 -2.32002 -2.79866  0.052
H -1.37219 1.10585 4.21003  0.031
H -0.18813 0.82439 3.40170  -0.021
O -0.78859 0.34855 4.04900  -0.112

Calculated values
- Total charge: 0
- 2S+1: 2
- Energy relative to the best compared isomer or geometry (same formula, charge and spin): 178.0 kJ/mol
- Largest force on an atom: 2.94 eV/Å
- Orbital gap (alpha / beta): 10.835 / 7.623 eV

---

The following is a quantum chemistry calculation of C4H4Br9Cl3 as an isolated structure in a non-equilibrium geometry, from OMol25.

Last column: Löwdin charge in e.
Cartesian coordinates (Å):
C -12.50270 -26.31325 -12.43775  -1.516
Br -13.73500 -27.53397 -11.59059  0.560
Br -11.96263 -24.74924 -11.34535  0.539
Br -13.36262 -25.64780 -14.15619  0.518
H -11.57090 -26.76717 -12.77508  -0.043
C -13.99322 -26.90821 -7.14469  -1.441
Br -13.29057 -25.07653 -6.97945  0.619
Br -15.97339 -27.03826 -6.73916  0.653
Br -13.07895 -28.10557 -5.85717  0.701
H -13.75716 -27.32019 -8.12585  -0.059
C -11.16853 -31.94731 -7.08302  -1.410
Br -13.11505 -32.24517 -6.96124  0.580
Br -10.40463 -33.80183 -6.71252  0.592
Br -10.56701 -30.70195 -5.63202  0.666
H -10.79390 -31.49641 -8.00196  -0.039
C -10.15184 -28.21842 -9.91048  -1.549
Cl -10.24130 -29.21876 -11.35515  0.543
Cl -8.44230 -28.38568 -9.37714  0.528
Cl -11.27225 -28.77864 -8.76372  0.560
H -10.25406 -27.17161 -10.19658  -0.002

Calculated values
- Total charge: +1
- 2S+1: 2
- Energy relative to the best compared isomer or geometry (same formula, charge and spin): 0.0 kJ/mol
- Largest force on an atom: 2.68 eV/Å
- Orbital gap (alpha / beta): 8.312 / 2.864 eV